This record from the Open Molecules 2025 dataset describes a molecular structure, C22H44N3OP3SeTl at a distorted geometry. The level of theory is the ωB97M-V functional and the def2-TZVPD basis.

- relative energy (zero: lowest compared OMol25 entry of this formula, charge and spin) (kcal per mole) = 18.82
- gap between HOMO and LUMO (eV) = 2.7
- E (hartree) = -4701.20900
- total charge = +3
- highest occupied orbital energy (eV) = -14.1
- maximum force (eV/A) = 1.7

Each line ends with the Löwdin charge.
Geometry (Å):
Tl (-0.14014, 0.26926, -0.23256)  0.7112
P (-1.82031, -1.76727, 0.68954)  0.7350
P (-1.43504, 2.51610, 0.31055)  0.7499
P (1.00409, 0.26259, 2.41349)  0.7425
H (2.65152, 0.29367, -1.69627)  0.0554
C (2.86980, -0.25264, -0.78185)  -0.1010
C (2.65220, -1.57365, -0.69976)  -0.0299
H (2.46774, -2.21303, -1.57122)  0.0723
C (-2.82788, -2.68760, -0.51297)  -0.2346
C (-3.10896, -1.19600, 1.84979)  -0.2295
C (-1.00453, -3.10262, 1.63327)  -0.2267
C (-0.32496, 3.87373, -0.15902)  -0.2367
C (-2.85023, 2.67464, -0.80999)  -0.2148
C (-2.03818, 2.85950, 1.98921)  -0.2018
C (2.34587, -0.89937, 2.82976)  -0.2308
C (-0.08952, 0.12784, 3.87223)  -0.2280
C (1.82797, 1.87385, 2.67065)  -0.2346
H (3.26161, 0.33645, 0.05376)  0.0611
H (2.62777, -2.06236, 0.27937)  0.0563
H (-2.18289, -3.26213, -1.19344)  0.0357
H (-3.42795, -1.96820, -1.08483)  0.0634
H (-3.51408, -3.33561, 0.04991)  0.0775
H (-3.71781, -0.43399, 1.34840)  0.0534
H (-2.66121, -0.76170, 2.75046)  0.0371
H (-3.75558, -2.03629, 2.12994)  0.0818
H (-0.21973, -3.54675, 1.00779)  0.0515
H (-1.72593, -3.88489, 1.90312)  0.0833
H (-0.54422, -2.70818, 2.54847)  0.0330
H (-0.84397, 4.83682, -0.07751)  0.0880
H (0.02121, 3.72551, -1.19131)  0.0580
H (0.56119, 3.87250, 0.49000)  0.0307
H (-3.32010, 3.65223, -0.64736)  0.0846
H (-3.57146, 1.87625, -0.58809)  0.0602
H (-2.52375, 2.56324, -1.85477)  0.0500
H (-2.61925, 3.79036, 2.01507)  0.0919
H (-1.19720, 2.93724, 2.69184)  0.0443
H (-2.67543, 2.02732, 2.32242)  0.0531
H (2.73374, -0.62249, 3.81745)  0.0789
H (3.14723, -0.84608, 2.08212)  0.0452
H (1.95091, -1.92312, 2.86923)  0.0562
H (0.48731, 0.35849, 4.77666)  0.0832
H (-0.47142, -0.89948, 3.94222)  0.0429
H (-0.92703, 0.83365, 3.78595)  0.0355
H (2.38637, 1.84605, 3.61564)  0.0790
H (1.08035, 2.67770, 2.71460)  0.0383
H (2.52853, 2.06559, 1.84496)  0.0481
C (5.07990, 3.69992, -1.49117)  -0.6075
C (5.19923, 2.32326, -1.75116)  -0.1546
C (6.44388, 1.76694, -2.04809)  -0.0809
C (7.57960, 2.58416, -2.13962)  -0.0625
C (7.46095, 3.96609, -1.92853)  -0.0565
C (6.22040, 4.52649, -1.60949)  -0.1113
Se (3.40775, 4.45111, -0.94178)  0.8414
H (2.63860, 3.16938, -1.20424)  -0.1694
H (4.31103, 1.69200, -1.69991)  0.0393
H (6.52257, 0.69022, -2.20883)  0.1066
H (8.54930, 2.14423, -2.37744)  0.1152
H (8.33853, 4.60928, -2.01037)  0.1202
H (6.12364, 5.60134, -1.44055)  0.1091
C (-1.88930, 1.09992, -5.37748)  0.0272
N (-1.28432, -0.05537, -4.70314)  -0.0235
C (-1.31478, -1.29378, -5.27106)  0.0265
C (-0.78498, -2.37142, -4.61475)  0.0324
C (-0.33079, -2.18464, -3.28913)  -0.3483
N (-0.23891, -0.96579, -2.75895)  0.1321
C (-0.72079, 0.11638, -3.43743)  -0.4783
O (-0.70734, 1.25701, -2.91292)  -0.0611
N (-0.08109, -3.25027, -2.45965)  0.1692
H (-1.80068, 1.95823, -4.71327)  0.0897
H (-2.95031, 0.90655, -5.58495)  0.1151
H (-1.37879, 1.30897, -6.32581)  0.1192
H (-1.80735, -1.37093, -6.24429)  0.1652
H (-0.75745, -3.36295, -5.05460)  0.1336
H (0.05352, -4.17097, -2.85870)  0.1363
H (0.43584, -3.04849, -1.61105)  0.0755

Force components x, y, z for each atom (eV/Å):
-0.659 -0.802 0.525
-0.599 -0.838 0.162
0.008 1.251 -1.159
0.882 0.340 0.354
0.651 -0.149 -0.178
-0.718 0.219 -0.046
-0.515 -0.077 0.402
-0.121 0.476 0.261
0.132 0.346 -0.344
0.227 0.687 -0.093
0.591 0.254 -0.156
0.402 -0.256 0.078
-0.111 -0.582 -0.036
0.246 -0.845 0.397
-0.205 -0.277 -0.365
-0.411 -0.123 -0.390
-0.140 0.033 -0.336
-0.325 -0.194 -0.135
0.614 -0.075 -0.400
-0.366 0.135 0.236
0.103 -0.236 -0.008
0.265 0.050 -0.184
-0.014 -0.136 0.183
-0.149 -0.092 -0.124
0.210 0.100 -0.082
-0.125 -0.031 0.226
0.050 0.269 -0.109
-0.100 -0.152 -0.221
0.042 -0.206 0.025
-0.195 0.042 0.186
-0.187 0.128 -0.093
0.083 -0.163 -0.030
0.013 0.283 -0.074
0.008 0.114 0.391
0.164 -0.146 -0.236
-0.227 0.103 -0.216
0.041 0.304 -0.056
-0.018 -0.079 -0.197
-0.129 -0.011 0.308
0.207 0.187 0.024
-0.059 -0.032 -0.211
0.010 0.317 0.123
0.191 -0.257 0.154
-0.157 0.033 -0.193
0.312 -0.117 -0.013
-0.152 0.106 0.242
1.148 -0.419 -0.386
0.118 0.461 0.262
0.116 0.327 -0.064
-0.320 0.127 0.112
-0.248 -0.384 -0.041
-0.640 -0.320 0.185
-0.498 -0.733 -0.126
0.430 0.757 0.074
0.327 0.163 -0.039
0.033 0.325 -0.026
-0.306 0.166 0.081
-0.293 -0.191 0.021
0.127 -0.319 -0.050
-0.316 0.348 -0.382
0.271 -0.392 0.555
0.333 -0.156 0.427
-0.246 -0.096 -0.327
-0.039 -0.502 0.481
-0.354 0.438 0.583
-0.187 0.946 -0.029
0.197 -1.171 0.450
0.304 0.723 -0.509
0.006 -0.143 -0.233
0.316 -0.040 0.115
-0.032 -0.104 0.321
0.318 0.050 0.286
-0.195 0.220 -0.032
-0.019 0.157 0.007
-0.118 -0.138 -0.308